Run a
A molecular structure, C4H12N3, computed with ωB97M-V/def2-TZVPD.

Last column: Löwdin charge in e.
Positions of all 19 atoms, in Å:
N1 -1.18635 -0.42059 -0.80433  0.057
N2 1.06656 0.60894 -1.06814  0.010
N3 1.52229 1.57223 -0.11125  0.112
C1 -2.80581 -0.06983 0.93051  0.063
C2 2.18632 0.29969 -0.21966  -0.273
C3 1.99776 -0.76572 0.86065  -0.012
C4 -2.19893 0.40759 -0.13413  -0.168
H1 -0.06390 0.18951 -0.98562  0.043
H2 1.64444 -1.80042 0.62210  0.103
H3 -1.12820 -1.40342 -0.34248  0.180
H4 1.11511 0.85097 -2.10463  0.197
H5 1.24720 -0.48251 1.59361  0.081
H6 2.78340 -0.97323 1.47239  0.044
H7 3.20986 0.42781 -0.63666  0.166
H8 -2.54768 1.13607 -0.70484  0.070
H9 0.88455 1.48265 0.60603  0.074
H10 -1.54856 -0.51605 -1.73492  0.120
H11 -2.53872 -0.97654 1.40067  0.061
H12 -3.63933 0.43282 1.36069  0.071

Charge: +1
Highest occupied orbital energy (eV): -13.9
Multiplicity: 1
Lowest unoccupied orbital energy (hartree): -0.10935
Molecular weight (g mol⁻¹): 102.16

Run b
2 unconnected molecules or ions with the total composition C4H12N3, computed with ωB97M-V/def2-TZVPD.

Last column: Löwdin charge in e.
Positions of all 19 atoms, in Å:
N1 -0.96490 -1.01341 -0.46723  0.184
N2 -0.84232 1.17647 -0.96185  0.221
N3 2.03572 0.94253 0.12410  0.048
C1 -1.35205 0.19632 -0.22552  -0.454
C2 2.17137 -1.50090 -0.20562  -0.052
C3 1.61913 -0.41671 0.32111  -0.342
C4 -2.21551 0.55290 0.91109  0.017
H1 -0.45003 -1.30680 -1.35191  0.180
H2 1.81973 -2.52355 0.16722  0.081
H3 1.89416 1.70101 0.75084  0.079
H4 -0.25038 1.02619 -1.67454  0.076
H5 -2.06389 -0.11674 1.79753  0.118
H6 -1.36217 -1.76732 0.14163  0.173
H7 2.99314 -1.40909 -0.99440  0.085
H8 0.91879 -0.49589 1.19362  0.111
H9 2.71287 0.98984 -0.58923  0.065
H10 -3.31947 0.21474 0.82197  0.146
H11 -1.23783 2.15766 -0.86696  0.183
H12 -2.10635 1.59277 1.10814  0.081

Charge: +1
Highest occupied orbital energy (eV): -11.8
Multiplicity: 1
Lowest unoccupied orbital energy (hartree): -0.12083
Molecular weight (g mol⁻¹): 102.16

run b has the most favorable energy; the next structure is 2.663 eV above.

Run a
2 unconnected molecules or ions with the total composition C3H10NO, computed with ωB97M-V/def2-TZVPD.

Last column: Löwdin charge in e.
Positions of all 15 atoms, in Å:
O1 -2.01090 0.20400 -0.13666  -0.128
N1 0.89600 -0.77811 0.25709  0.002
C1 1.56709 -0.87501 1.38386  0.188
C2 -1.84503 1.58851 -0.06667  -0.172
C3 1.42940 -0.88925 -1.14181  -0.019
H1 2.58707 -0.66558 -1.31111  0.151
H2 2.64145 -1.17869 1.33934  0.135
H3 -0.74960 1.89895 -0.12082  0.089
H4 -0.05359 -0.39471 0.43156  0.121
H5 0.70408 -0.32490 -1.79619  0.109
H6 -2.83786 0.11263 0.27567  0.062
H7 -2.30852 2.17153 -0.85250  0.073
H8 1.32924 -1.91049 -1.60315  0.109
H9 -2.33686 1.88035 0.99739  0.139
H10 0.98805 -0.83924 2.34400  0.141

Charge: +1
Highest occupied orbital energy (eV): -14.4
Multiplicity: 1
Lowest unoccupied orbital energy (hartree): -0.19504
Molecular weight (g mol⁻¹): 76.12

Run b
A molecular structure, C3H10NO, computed with ωB97M-V/def2-TZVPD.

Last column: Löwdin charge in e.
Positions of all 15 atoms, in Å:
O1 -4.35479 -2.91498 0.49183  -0.172
N1 -5.01895 -0.11735 -0.86424  -0.082
C1 -4.43794 0.30550 0.45024  -0.120
C2 -4.53811 -1.04316 -1.42647  0.135
C3 -4.37696 1.45257 -0.38012  0.084
H1 -3.36707 2.14597 -1.45821  0.066
H2 -3.19232 2.76638 -1.04910  0.122
H3 -3.66362 -1.97317 1.76366  0.190
H4 -3.75758 -0.70708 0.04274  0.086
H5 25.36877 -0.15991 -0.01501  0.000
H6 -3.32730 -2.12169 -2.16329  0.464
H7 -3.25830 2.15694 2.01091  0.129
H8 -3.35033 1.91467 1.27684  0.010
H9 -3.42693 -1.69357 1.11251  0.089
H10 24.70142 -0.01111 0.20768  0.000

Charge: +1
Highest occupied orbital energy (eV): -15.0
Multiplicity: 1
Lowest unoccupied orbital energy (hartree): -0.30596
Molecular weight (g mol⁻¹): 76.12

run a has the most favorable energy; the next structure is 23.988 eV above.

Run a
2 unconnected molecules or ions with the total composition C3H10NO, computed with ωB97M-V/def2-TZVPD.

Last column: Löwdin charge in e.
Positions of all 15 atoms, in Å:
O1 -0.12534 2.87040 -0.96471  -0.060
N1 0.34150 -0.14972 -0.46618  0.047
C1 0.56581 -0.51938 0.96381  -0.152
C2 0.40026 -0.90794 -1.47785  0.186
C3 -0.64670 -1.35090 1.38965  -0.058
H1 0.02571 0.82055 -0.56282  0.124
H2 -0.67279 -1.61010 2.44411  0.091
H3 0.23600 3.56309 -1.54891  0.071
H4 0.67097 0.43948 1.46222  0.128
H5 -0.69044 -2.25590 0.78270  0.080
H6 -1.57916 -0.82051 1.18256  0.088
H7 1.49587 -1.06540 1.09340  0.131
H8 0.10244 -0.44959 -2.41202  0.130
H9 0.69306 -1.94157 -1.37628  0.131
H10 -0.81719 3.37749 -0.50968  0.064

Charge: +1
Highest occupied orbital energy (eV): -15.9
Multiplicity: 1
Lowest unoccupied orbital energy (hartree): -0.17575
Molecular weight (g mol⁻¹): 76.12

Run b
2 unconnected molecules or ions with the total composition C3H10NO, computed with ωB97M-V/def2-TZVPD.

Last column: Löwdin charge in e.
Positions of all 15 atoms, in Å:
O1 0.16241 2.94062 -0.38801  -0.046
N1 -0.52410 0.38900 -0.53278  0.202
C1 1.16526 -1.60071 -0.21438  -0.028
C2 -0.11999 -0.96276 0.15323  -0.297
C3 -0.98747 -1.39586 1.04725  0.097
H1 -0.82640 -2.30088 1.53682  0.073
H2 1.58063 -1.24045 -1.18274  0.102
H3 -1.02886 0.91132 0.19028  0.137
H4 -0.48632 3.61411 -0.21432  0.055
H5 1.04755 3.34684 -0.27280  0.087
H6 1.84126 -1.36203 0.55896  0.079
H7 0.94289 -2.70566 -0.25896  0.125
H8 -1.37027 0.26210 -1.17599  0.208
H9 0.29038 0.92353 -0.84494  0.129
H10 -1.68697 -0.81917 1.59838  0.079

Charge: +1
Highest occupied orbital energy (eV): -14.6
Multiplicity: 1
Lowest unoccupied orbital energy (hartree): -0.12867
Molecular weight (g mol⁻¹): 76.12

run a has the most favorable energy; the next structure is 0.661 eV above.

Run a
2 unconnected molecules or ions with the total composition C3H10NO, computed with ωB97M-V/def2-TZVPD.

Last column: Löwdin charge in e.
Positions of all 15 atoms, in Å:
O1 2.10896 -1.78095 2.12825  -0.079
N1 0.24767 -1.22618 -0.11977  0.203
C1 -0.44375 0.10713 -0.12711  -0.108
C2 -0.79742 0.76901 -1.23754  -0.095
C3 -1.41089 2.21918 -1.01085  -0.083
H1 -0.44066 2.91601 -0.78971  0.136
H2 3.03655 -1.82511 2.29798  0.038
H3 1.72760 -2.67925 2.49061  0.128
H4 -1.96392 2.27743 -0.11819  0.041
H5 -1.17852 0.38825 -2.24562  0.140
H6 -2.01753 2.70077 -1.79804  0.079
H7 -0.24020 -2.03349 -0.42207  0.154
H8 0.62695 -1.48682 0.80923  0.118
H9 -0.30595 0.75249 0.84514  0.174
H10 1.05111 -1.09846 -0.70231  0.156

Charge: +1
Highest occupied orbital energy (eV): -14.6
Multiplicity: 1
Lowest unoccupied orbital energy (hartree): -0.12994
Molecular weight (g mol⁻¹): 76.12

Run b
2 unconnected molecules or ions with the total composition C3H10NO, computed with ωB97M-V/def2-TZVPD.

Last column: Löwdin charge in e.
Positions of all 15 atoms, in Å:
O1 0.06245 0.86907 1.23878  -0.184
N1 0.56138 0.10855 -1.33952  0.135
C1 0.44648 -2.16628 -0.41603  0.067
C2 -1.32983 1.44105 1.33430  -0.084
C3 1.14779 -1.25355 -1.08341  -0.142
H1 -1.30802 2.24991 2.04107  0.083
H2 0.94070 0.62360 -2.17655  0.188
H3 0.38451 1.48171 1.99149  0.135
H4 -0.46776 -2.02179 0.08707  0.066
H5 2.20220 -1.37784 -1.63687  0.176
H6 0.89105 -3.17506 -0.45395  0.095
H7 0.85893 0.67533 -0.51869  0.118
H8 -0.49977 0.25926 -1.20013  0.191
H9 -1.97344 1.59848 0.40168  0.109
H10 -1.91666 0.68757 1.73075  0.047

Charge: +1
Highest occupied orbital energy (eV): -14.9
Multiplicity: 1
Lowest unoccupied orbital energy (hartree): -0.12981
Molecular weight (g mol⁻¹): 76.12

run a has the most favorable energy; the next structure is 0.683 eV above.